20
Properties=species:S:1:pos:R:3 method="wB97M-V/def2-TZVPD" fmax_ev_per_a=4.4 smiles=C[Si](C)(C)c1n[nH]nc1Br gap_ha=0.3782 e_lumo_ev=0.735 homo_energy_ev=-9.56
C -0.2350 -1.6379 1.5464
Si -0.1097 0.1405 0.6745
C -1.7427 1.0577 1.0238
C 1.3500 1.2199 1.3757
C 0.1438 -0.0130 -1.2627
N 1.1943 0.5225 -1.8409
N 1.2408 0.0503 -3.0587
N 0.2611 -0.8069 -3.3767
C -0.4884 -0.9312 -2.2817
Br -1.9154 -2.1739 -2.2664
H 0.7272 -2.1720 1.5544
H -0.1679 -1.5881 2.6534
H -0.9280 -2.1893 1.0228
H -1.9605 1.0245 2.0349
H -1.4796 2.1406 0.8448
H -2.5245 0.5641 0.3680
H 1.6555 1.1107 2.3924
H 2.1941 1.0590 0.7705
H 0.8492 2.2738 1.4750
H 1.9356 0.3486 -3.6494

***

18
Properties=species:S:1:pos:R:3 method="wB97M-V/def2-TZVPD" fmax_ev_per_a=5.3 gap_ha=0.3625 e_lumo_ev=0.665 homo_energy_ev=-9.20
C 1.7746 -0.4531 0.0040
C -0.3674 1.3486 0.2815
C -0.3893 -0.4850 -1.4167
C -1.6098 -0.9066 0.8688
C -0.2355 -0.1964 0.0575
N 2.4343 0.3283 0.8970
O 2.2186 -1.0889 -0.9574
Br -3.1252 -0.4416 -0.0913
H -1.4752 1.6290 0.1600
H 0.0324 1.7529 1.2586
H 0.1785 1.7515 -0.5250
H 0.4968 -0.1400 -2.0593
H -0.5396 -1.5910 -1.6148
H -1.2788 -0.0681 -2.0030
H -1.6780 -1.8971 0.8015
H -1.7291 -0.5925 1.8842
H 1.9200 0.4458 1.7409
H 3.3727 0.6044 0.7134

***

17
Properties=species:S:1:pos:R:3 method="wB97M-V/def2-TZVPD" fmax_ev_per_a=3.0 smiles=C[C@H]1N(Cl)C1(C)C gap_ha=0.3665 e_lumo_ev=0.986 homo_energy_ev=-8.99
C -1.6217 -0.8126 1.0794
C -0.4926 0.2590 0.9984
N 0.9174 -0.2484 1.1302
Cl 1.9737 0.7653 2.0090
C 0.3363 0.1308 -0.2407
C 0.8835 1.3889 -0.8065
C 0.2884 -0.9658 -1.2475
H -1.1876 -1.8849 1.0281
H -2.3015 -0.4016 0.2125
H -2.1713 -0.7728 2.0797
H -0.6691 1.2921 1.2452
H 1.9548 1.2935 -0.9175
H 0.6238 2.1876 -0.2349
H 0.3815 1.5150 -1.7718
H -0.0927 -1.9361 -0.9317
H 1.3856 -1.0694 -1.4189
H -0.2087 -0.7408 -2.2130

***

17
Properties=species:S:1:pos:R:3 method="wB97M-V/def2-TZVPD" fmax_ev_per_a=2.6 smiles=C[C@H]1[C@@H](CCl)N1C gap_ha=0.3614 e_lumo_ev=0.944 homo_energy_ev=-8.89
C 0.7906 1.7428 -0.5226
C 0.9264 0.8273 0.6846
C 0.1756 -0.3955 0.7958
C -0.8194 -0.9157 -0.2517
Cl -2.3227 0.0291 -0.0935
N 1.6030 -0.4450 0.6158
C 2.1788 -0.9419 -0.6456
H 0.0999 2.5577 -0.2510
H 0.3647 1.1638 -1.3654
H 1.7926 2.1438 -0.6725
H 1.1205 1.4348 1.5740
H -0.0939 -0.6994 1.8220
H -0.4832 -0.7483 -1.2801
H -1.0571 -1.9628 -0.0797
H 3.2389 -0.7399 -0.6428
H 1.9794 -2.0176 -0.6746
H 1.7907 -0.4132 -1.5148

***

17
Properties=species:S:1:pos:R:3 method="wB97M-V/def2-TZVPD" fmax_ev_per_a=3.9 gap_ha=0.3396 e_lumo_ev=0.822 homo_energy_ev=-8.42
C -0.0462 1.6518 -0.1461
C -1.4937 1.4417 0.0273
C 0.8456 -1.0437 -1.1995
C 0.5486 -0.8123 1.3381
C 0.9986 -0.2049 0.0202
N 0.5940 2.6382 -0.4796
Cl 2.7377 0.2984 0.2078
H -1.6471 0.5023 -0.4851
H -2.1068 2.3581 -0.2239
H -1.6679 1.1619 1.0268
H 1.6419 -1.8993 -1.2417
H -0.1778 -1.5448 -1.4728
H 1.1682 -0.3731 -2.1264
H 0.6676 -0.4279 2.3521
H 1.0527 -1.8646 1.4176
H -0.5434 -0.8704 1.1976
H 1.6862 2.5298 -0.4949

***

23
Properties=species:S:1:pos:R:3 method="wB97M-V/def2-TZVPD" fmax_ev_per_a=5.3 gap_ha="0.2749 / 0.2270" charge=+1 e_lumo_ev="-3.069 / -7.527" homo_energy_ev="-10.55 / -13.70" spin_multiplicity=3
C 0.0819 1.1614 -0.0771
C 1.6702 -0.4716 -0.4705
C 1.3181 -1.3908 -1.6500
C -2.2292 -0.9931 -0.2623
C -0.2310 -0.7527 1.0260
N -0.2512 2.4032 -0.1716
N -0.6770 -0.2391 2.1910
O 1.2930 0.8497 -0.5622
O 3.0303 -0.5681 -0.2525
O -1.4036 2.8464 0.3119
O 1.0778 -0.9840 0.9429
O -0.8832 -1.3252 0.0849
Cl 0.7714 3.6942 -0.9635
H 0.6954 -0.8480 -2.3648
H 2.2086 -1.5240 -2.2388
H 0.8903 -2.4254 -1.3618
H -2.7510 -1.8253 -0.9701
H -2.2397 0.0407 -0.6713
H -2.8914 -0.8964 0.6452
H -1.5724 -0.5523 2.5872
H 3.3080 -0.1088 0.5230
H 0.0588 0.0989 2.8994
H -1.2743 3.8104 0.8049